Density functional theory data (the ωB97M-V functional and the def2-TZVPD basis) for a cluster of 6 separate species, C14H30BCl11NO2 in total.

## Properties
* spin multiplicity: 1
* E_LUMO: -2.476 eV
* orbital gap: 9.94 eV
* HOMO level: -0.456 hartree
* strongest force on any atom: 0.83 eV/A
* charge: +1

The geometry in XYZ format:
```
59
Properties=species:S:1:pos:R:3:mulliken_charge:R:1
O 2.9003 -0.7281 3.5131 -0.479
B 3.1518 -1.1368 2.2289 0.607
O 4.3786 -1.3141 1.6785 -0.540
C 1.8686 -1.5635 1.3629 -0.340
N 0.6676 -1.8701 2.2275 0.277
C -0.1485 -0.5770 2.3388 -0.944
C 0.6594 0.4785 1.6007 0.016
C 1.3232 -0.3855 0.5350 -0.272
Cl 2.5339 0.4029 -0.4612 -0.107
H 3.2705 0.1070 3.8149 0.272
H 4.8424 -0.5697 1.2857 0.329
H 2.1204 -2.4017 0.7145 0.309
H 0.9581 -2.2512 3.1302 -0.155
H 0.0868 -2.5695 1.7705 0.416
H -0.3750 -0.3613 3.3768 0.342
H -1.0899 -0.7579 1.8238 0.470
H -0.0002 1.2001 1.1313 -0.103
H 1.3958 0.9683 2.2322 0.315
H 0.5272 -0.7622 -0.1123 0.404
Cl -0.7196 1.6111 -1.8498 -0.172
C -1.5682 3.1177 -1.3804 -0.568
C -0.5916 4.1557 -0.8900 -0.489
Cl 0.1487 3.6380 0.6546 -0.161
H -2.2976 2.8582 -0.6181 0.309
H -2.0937 3.4731 -2.2633 0.410
H -1.0997 5.0999 -0.7066 0.407
H 0.2143 4.3110 -1.6021 0.324
Cl -1.4728 -2.4209 4.9398 -0.154
C -0.5556 -2.9328 6.3928 -0.425
C 0.9274 -2.7709 6.1873 -0.443
Cl 1.5448 -3.9238 4.9645 -0.184
H -0.8274 -3.9645 6.5953 0.351
H -0.8889 -2.3013 7.2133 0.313
H 1.4647 -2.9719 7.1114 0.395
H 1.1739 -1.7673 5.8481 0.269
Cl 3.7064 6.6978 2.3350 -0.178
C 4.4996 5.8520 0.9838 -0.443
C 3.7274 4.6290 0.5602 -0.304
Cl 3.7658 3.3537 1.8166 -0.166
H 5.5087 5.5983 1.2972 0.323
H 4.5486 6.5485 0.1487 0.322
H 4.1682 4.2008 -0.3379 0.321
H 2.6818 4.8608 0.3788 0.113
Cl -4.4314 1.9115 -3.0940 -0.207
C -4.0473 0.4204 -4.0021 -0.374
C -4.4414 -0.8214 -3.2485 -0.192
Cl -3.4282 -1.0706 -1.7935 -0.149
H -2.9817 0.4358 -4.2169 0.262
H -4.6051 0.4644 -4.9354 0.346
H -4.3061 -1.6846 -3.8964 -0.048
H -5.4750 -0.7759 -2.9170 0.357
Cl -3.3165 -5.8598 -7.3604 -0.172
C -2.3716 -4.3524 -7.3280 -0.531
C -2.7087 -3.5034 -6.1280 -0.384
Cl -4.3679 -2.8425 -6.2254 -0.210
H -2.5646 -3.8188 -8.2550 0.323
H -1.3198 -4.6298 -7.2860 0.335
H -2.0291 -2.6545 -6.0760 0.313
H -2.6416 -4.0789 -5.2083 0.345
```